The following is a quantum chemistry calculation of 3 unconnected molecules or ions with the total composition C42H81BBrFN3O9PS, from the Open Molecules 2025 dataset.

XYZ file:
```
140
Properties=species:S:1:pos:R:3:forces:R:3:mulliken_charge:R:1
C 4.247 3.028 0.070 -0.96 0.25 0.75 -0.87
C 4.069 1.550 0.786 0.36 0.76 1.20 -0.60
C 2.753 0.704 0.315 -0.47 1.12 0.77 0.31
C 2.674 0.265 -1.257 -0.92 -1.65 0.77 0.47
Br 4.599 0.157 -1.961 -1.48 -0.05 0.01 -0.14
O 2.167 -1.057 -1.560 -0.01 -0.43 0.74 0.25
C 0.755 -1.306 -1.296 -1.57 2.05 1.94 -0.39
C -0.072 -1.047 -2.647 -0.07 0.86 -1.22 0.17
F -1.086 0.043 -2.381 1.77 -1.99 -0.39 -0.35
C -0.832 -2.214 -3.432 -1.10 -0.74 -1.60 -0.41
C -0.173 -2.528 -4.938 -1.03 1.19 -0.43 -1.02
C 0.648 -2.731 -0.534 3.88 -0.39 -0.03 0.72
C 1.418 -2.768 0.958 -0.61 -0.40 0.24 -0.45
C 0.529 -2.226 2.202 0.36 -1.15 1.28 -0.33
O 0.411 -0.768 2.336 0.73 -0.78 1.53 -0.13
C 0.731 -0.322 3.718 0.48 0.27 1.21 -0.58
C 2.346 -0.290 4.040 -0.02 -1.47 0.11 -0.19
O -0.533 -3.455 -0.393 -0.70 0.56 -0.07 -0.53
C -1.841 -2.968 -0.250 -3.73 -1.60 -1.87 -0.21
S -2.218 -1.263 0.377 0.00 0.69 -0.23 0.09
C -2.659 -4.134 0.641 0.92 -0.53 0.75 -0.67
C -3.486 -3.570 1.920 -0.98 -1.63 0.94 -0.48
C -4.990 -2.959 1.584 0.66 2.02 0.36 -0.59
C -5.397 -2.973 0.001 -1.03 -0.74 0.79 0.00
N -6.591 -2.035 -0.277 -1.76 1.03 -1.76 0.24
C -7.338 -1.112 0.661 -2.09 0.38 -5.81 -0.21
C -8.446 -0.392 -0.340 2.57 -2.39 -0.48 -0.51
C -8.307 -0.949 -1.877 3.91 -2.08 5.11 -0.39
C -7.074 -2.020 -1.719 -3.51 3.74 1.87 -0.31
B 1.696 -3.735 -1.407 1.76 -1.43 -1.16 0.46
O 3.113 -3.978 -0.954 -2.37 2.05 -1.21 -0.57
O 1.300 -4.475 -2.617 2.18 1.79 2.25 -0.47
C 2.432 -4.830 -3.478 0.57 -1.41 -1.96 -0.37
C 3.249 -3.572 -4.136 0.87 0.02 0.12 -0.38
P 1.948 1.741 -2.197 3.39 4.69 0.32 -0.06
O 2.012 1.634 -3.911 -0.56 -1.73 0.69 -0.45
O 0.509 2.406 -1.537 -0.37 -1.35 -2.20 -0.37
H 4.810 3.772 0.812 -0.90 -1.79 -1.72 0.29
H 3.144 3.478 -0.019 2.48 -0.95 -0.03 0.19
H 4.733 2.995 -0.994 -0.96 0.08 2.19 0.22
H 3.879 1.806 1.939 0.26 -0.64 -2.46 0.14
H 5.081 0.917 0.810 -2.36 1.30 -0.39 0.34
H 1.821 1.429 0.495 1.92 -1.57 -0.35 0.27
H 2.617 -0.162 1.092 0.17 1.29 -2.02 -0.75
H 0.400 -0.477 -0.512 0.49 -1.67 -1.79 0.57
H 0.682 -0.544 -3.427 -1.62 -1.00 1.78 0.16
H -0.966 -3.252 -2.930 0.62 2.12 -0.37 0.13
H -1.937 -1.836 -3.686 2.45 -0.63 0.85 0.36
H -0.741 -1.795 -5.690 1.35 -1.55 1.51 0.33
H 0.958 -2.242 -5.012 -2.14 -0.93 0.23 0.19
H -0.429 -3.616 -5.314 0.83 2.17 1.00 0.24
H 1.576 -3.938 1.150 -0.43 2.60 -0.28 0.39
H 2.491 -2.313 0.929 -2.16 -0.62 0.09 0.09
H 1.051 -2.615 3.203 -1.03 0.60 -2.21 0.51
H -0.545 -2.744 2.210 2.15 1.23 -0.25 -0.22
H 0.199 -1.035 4.514 1.12 1.40 -1.75 0.31
H 0.322 0.755 3.928 0.52 -2.07 -0.96 0.31
H 2.979 0.357 3.298 -1.41 -1.09 1.53 -0.18
H 2.576 0.007 5.167 -0.66 -0.39 -2.53 0.22
H 2.719 -1.419 3.939 -0.58 2.40 0.16 0.18
H -2.402 -3.043 -1.306 1.40 0.40 2.06 0.33
H -2.883 -0.483 -0.622 1.08 -1.69 0.65 -0.06
H -1.839 -4.885 1.079 -1.60 1.77 -1.04 0.31
H -3.326 -4.826 -0.067 1.31 1.82 1.53 0.30
H -3.717 -4.530 2.597 0.64 1.92 -1.50 0.41
H -2.859 -2.871 2.658 -1.37 -1.34 -2.05 0.10
H -4.932 -1.810 1.901 -0.19 -2.42 -0.76 0.16
H -5.816 -3.428 2.296 1.72 0.74 -1.86 0.31
H -4.559 -2.629 -0.740 -1.42 -0.86 1.72 0.07
H -5.787 -4.076 -0.236 1.05 2.40 0.20 0.15
H -7.140 -0.971 1.809 -0.31 -0.50 -2.84 0.31
H -9.219 0.432 0.018 1.92 -2.05 -0.79 0.25
H -8.891 -0.664 -2.855 1.42 -0.62 2.38 0.29
H -6.675 -2.648 -2.620 -0.43 1.14 2.45 0.27
H 3.580 -3.109 -0.787 -0.97 -1.41 -0.11 0.34
H 3.193 -5.607 -2.985 -1.77 1.98 -0.73 0.25
H 1.966 -5.430 -4.400 0.75 1.34 2.14 0.30
H 4.361 -3.575 -3.725 -2.34 0.05 -0.91 0.21
H 2.816 -2.511 -3.907 0.59 -2.10 -0.19 -0.18
H 3.285 -3.687 -5.305 -0.06 0.18 2.32 0.29
H 2.902 1.282 -4.207 -1.30 0.53 0.82 0.33
H 0.034 2.965 -2.218 0.74 -0.99 0.95 0.31
C 6.193 0.710 8.408 0.11 0.23 0.31 -1.87
C 6.164 0.590 6.860 -0.12 -1.40 1.33 2.04
C 7.550 0.120 6.328 -0.03 0.24 -0.32 -1.29
C 8.616 1.210 6.286 0.01 0.00 0.09 -0.50
C 8.099 2.459 5.582 -0.16 -0.29 -0.10 -1.18
C 6.770 2.977 6.188 0.65 1.84 0.58 1.58
N 5.727 1.903 6.278 0.00 -1.42 -4.90 0.13
O 5.251 1.661 4.977 0.81 0.81 3.56 -0.37
C 7.051 3.578 7.593 0.00 -0.20 0.21 -1.68
C 6.286 4.211 5.362 -0.36 -0.62 -0.32 -1.78
C 5.152 -0.573 6.589 -0.08 0.57 -0.64 -1.85
H 5.506 1.485 8.766 0.17 -0.07 -0.15 0.34
H 5.876 -0.217 8.901 0.09 0.05 -0.32 0.48
H 7.192 0.925 8.797 -0.12 0.11 -0.06 0.35
H 7.437 -0.273 5.308 -0.22 0.10 0.12 0.38
H 7.923 -0.716 6.935 -0.33 0.13 0.02 0.33
H 8.951 1.452 7.299 -0.02 0.04 -0.02 0.30
H 9.499 0.834 5.755 -0.12 0.03 0.11 0.38
H 8.868 3.240 5.628 -0.32 0.06 0.09 0.38
H 7.965 2.234 4.515 -0.22 0.04 0.16 0.34
H 6.122 3.902 8.076 0.12 -0.10 -0.13 0.37
H 7.702 4.458 7.518 -0.18 -0.18 -0.25 0.43
H 7.565 2.897 8.270 -0.12 -0.04 -0.05 0.31
H 6.148 3.981 4.299 -0.07 -0.15 0.28 0.30
H 7.019 5.027 5.405 0.00 -0.36 0.24 0.42
H 5.338 4.601 5.753 0.16 -0.17 -0.05 0.44
H 4.143 -0.303 6.922 0.19 0.02 -0.05 0.45
H 5.445 -1.483 7.127 0.19 0.41 0.08 0.50
H 5.103 -0.854 5.530 -0.03 0.31 0.17 0.28
C -5.191 1.917 -7.086 0.39 0.00 -0.02 -1.75
C -6.451 2.155 -6.209 0.15 0.02 -1.90 1.86
C -6.754 3.679 -6.101 -0.11 -0.04 0.38 -1.29
C -5.856 4.436 -5.128 0.07 0.00 -0.04 -0.49
C -5.802 3.742 -3.773 -0.29 -0.07 -0.19 -1.38
C -5.398 2.249 -3.884 1.72 0.07 1.16 2.03
N -6.244 1.502 -4.873 -4.56 1.09 1.97 0.28
O -7.508 1.305 -4.289 3.43 0.08 -1.57 -0.50
C -3.897 2.156 -4.276 0.03 0.02 -0.32 -1.85
C -5.437 1.608 -2.460 -0.72 -0.10 -0.31 -1.88
C -7.615 1.514 -7.035 -0.19 -0.15 0.83 -1.90
H -4.651 1.013 -6.780 -0.11 0.21 0.06 0.31
H -5.445 1.766 -8.141 -0.19 0.12 0.25 0.49
H -4.496 2.761 -7.066 -0.01 -0.13 0.11 0.32
H -7.793 3.822 -5.774 0.10 -0.25 -0.02 0.41
H -6.680 4.148 -7.090 0.00 -0.35 0.05 0.33
H -4.850 4.543 -5.545 0.00 -0.03 0.03 0.31
H -6.241 5.455 -4.998 0.07 -0.13 -0.06 0.40
H -5.099 4.278 -3.123 0.02 -0.33 -0.04 0.40
H -6.785 3.831 -3.290 0.09 -0.25 -0.09 0.35
H -3.593 1.113 -4.421 -0.11 0.16 0.04 0.31
H -3.261 2.574 -3.486 -0.34 -0.12 0.02 0.47
H -3.640 2.711 -5.176 -0.09 -0.09 -0.03 0.28
H -6.420 1.695 -1.984 0.12 -0.16 -0.28 0.36
H -4.726 2.102 -1.786 0.00 0.08 -0.42 0.45
H -5.168 0.545 -2.499 -0.15 0.16 -0.07 0.39
H -7.478 0.431 -7.135 0.01 0.18 0.09 0.45
H -7.658 1.937 -8.047 0.35 0.07 0.29 0.46
H -8.601 1.698 -6.591 0.31 -0.13 0.13 0.34
```
Positions in Å, forces in eV/Å.

LUMO energy (spin up / spin down) (Ha): -0.0004 / -0.0171
HOMO (spin up / spin down) (eV): -7.351 / -7.349
Total energy (Ha): -5927.90884
Multiplicity: 3
Energy above the lowest of the compared OMol25 structures with the same formula, charge and spin (kcal per mole): 184.7